No. 1
This record from OMol25 describes 16 unconnected molecules or ions with the total composition C16H64N32O16 at a distorted geometry. The level of theory is the ωB97M-V functional and the def2-TZVPD basis.

Properties
largest force on an atom: 5.087 eV/Å
electronic energy: -98089.3612 eV
LUMO level: -0.62 eV

XYZ file:
```
128
Properties=species:S:1:pos:R:3:forces:R:3
C 2.680806 -2.115691 -2.771580 -2.1372 1.1593 -0.4239
O 1.521950 -2.302284 -3.176373 0.7921 -0.7153 0.1107
N 2.928794 -1.368624 -1.707534 0.6873 0.6107 1.6717
N 3.812104 -2.450232 -3.419476 -0.3186 -0.7164 -1.0354
H 3.894668 -1.123743 -1.565934 -0.2413 0.2782 0.5544
H 2.238245 -1.129422 -1.013659 0.1328 0.0332 -0.0588
H 3.558330 -2.956747 -4.256157 0.9085 -0.3307 0.0304
H 4.595020 -2.661069 -2.824755 0.2640 -0.3301 -0.6138
C 0.213807 0.135490 -0.077511 -0.9534 1.8594 0.5024
O 0.517001 1.341809 0.016731 0.3821 -0.1772 -0.1873
N 0.427015 -0.699828 0.921340 1.0290 -1.4869 1.4385
N -0.567996 -0.340283 -1.033014 -0.5004 -0.2573 -1.9927
H 0.164401 -1.673237 0.859755 -0.0786 0.0183 0.1102
H 1.094688 -0.418260 1.618962 -0.0598 -0.1126 -0.0358
H -0.893595 0.298209 -1.754013 0.4087 0.0213 0.1477
H -0.677906 -1.331577 -1.201857 0.2434 -0.2191 0.1900
C 0.045225 2.312198 4.799375 0.1325 -1.4991 1.1890
O -0.463399 2.180347 5.888968 -0.8317 0.9031 0.8214
N -0.089482 3.384722 3.968910 -0.0438 0.3239 -0.3340
N 0.809605 1.301744 4.343938 1.7038 -1.0675 -2.3533
H -0.350563 4.191934 4.515326 -0.0056 0.1652 -0.2982
H 0.705835 3.499900 3.352220 0.0535 0.3880 0.1939
H 1.283218 1.348858 3.453578 -0.0818 0.4939 0.0378
H 1.105635 0.476424 4.832063 -0.8168 0.3519 0.7847
C -2.615516 4.416618 1.453866 0.4460 -0.1736 -0.4114
O -3.187714 3.617836 2.196670 0.7195 0.9238 -0.6670
N -3.031250 5.661120 1.187395 -1.2008 0.5646 0.7034
N -1.503550 4.188926 0.694472 1.0796 -1.8163 0.1098
H -3.912902 5.912715 1.606703 0.0372 0.3766 -0.5010
H -2.636299 6.066857 0.359005 -0.5038 0.6592 0.1731
H -1.085259 4.888155 0.100488 0.0103 0.2480 0.1140
H -0.826555 3.495536 0.983118 -0.2437 -0.1548 0.1035
C -0.586105 -4.228501 -0.643532 -0.3811 0.6059 0.4049
O -1.062093 -3.087796 -0.748771 -0.2214 -0.3639 0.1315
N -1.071552 -5.218646 0.115355 -0.6729 -0.3091 0.6264
N 0.538096 -4.578137 -1.270266 0.6432 0.4617 -0.2237
H -0.444563 -5.987729 0.268457 -0.3774 -0.1499 0.2600
H -1.767011 -5.043201 0.825200 -0.0308 0.0677 -0.1338
H 0.847958 -5.521744 -1.129292 0.6109 0.2342 -0.6310
H 0.999105 -3.801924 -1.728807 0.3239 -0.5261 -0.6669
C 4.490666 2.216615 -2.155794 0.0794 0.8267 0.2600
O 5.218921 2.743258 -2.969936 0.3870 -0.0636 -0.3985
N 3.151805 2.418047 -2.111374 -0.3073 -0.0510 -0.1321
N 4.919868 1.473177 -1.092220 0.2775 -0.2121 -0.3011
H 2.630481 2.012152 -1.351472 -0.3207 0.0689 -0.2602
H 2.728123 2.999005 -2.814303 -0.1350 -0.1894 0.1083
H 5.901749 1.251943 -1.118769 -0.1658 -0.3032 0.1316
H 4.221421 0.846248 -0.721287 0.5486 -0.1122 0.7171
C -2.734267 0.381450 3.169506 2.1594 0.9132 1.2883
O -2.332106 -0.618018 3.760867 -0.6756 -0.7527 -0.6320
N -3.543619 1.312237 3.638387 -2.3233 1.4762 1.2684
N -2.134403 0.883996 2.064165 1.0587 -1.3020 -1.9270
H -3.914065 1.313712 4.573821 0.2089 -0.5245 -0.0610
H -3.500822 2.226632 3.190245 -0.2702 -0.5922 0.3301
H -2.159355 1.864435 1.848045 -0.1452 -0.0861 0.1700
H -1.383344 0.310013 1.719544 0.0568 0.2627 -0.0250
C 1.414457 1.581878 -5.480063 -0.6072 1.5549 -1.7746
O 1.907448 2.266614 -6.397867 -0.4521 -1.4618 1.7586
N 0.117557 1.644917 -5.087976 -1.4849 0.1975 0.4372
N 2.012005 0.654684 -4.709672 2.1253 -0.0256 -1.0608
H -0.162839 0.912981 -4.460593 -0.4678 0.2033 -0.0376
H -0.635381 2.137381 -5.536014 0.5283 0.1183 -0.3626
H 1.583620 0.288095 -3.880217 0.4396 -0.1469 0.0626
H 2.990643 0.596419 -4.951977 0.0407 -0.4775 0.8217
C 3.590041 0.064052 2.071532 -1.4291 -0.1609 -0.4419
O 3.294944 0.092194 0.869410 0.6408 0.4775 0.3320
N 3.329890 -1.007796 2.824192 -0.1126 -1.9156 1.1320
N 3.986593 1.052885 2.895529 0.7966 0.7504 -1.4613
H 3.418038 -0.847559 3.812654 -0.2346 -0.4502 0.0616
H 2.682599 -1.739428 2.576389 0.0211 -0.1301 -0.3573
H 4.380414 0.701687 3.748947 0.3321 0.8976 0.1376
H 4.304035 1.894789 2.439560 0.1007 0.2346 0.6358
C -4.081990 -4.282551 -3.141914 0.6245 -0.3499 -0.0915
O -3.576488 -5.263512 -2.631507 0.4846 -0.2825 0.4217
N -3.679296 -3.016192 -2.926867 0.2432 0.9893 0.1757
N -5.068589 -4.410541 -4.050213 -0.6610 -0.2582 -0.2641
H -4.201730 -2.253903 -3.320143 0.2253 0.0432 0.1474
H -2.809167 -2.827570 -2.456641 -0.2007 -0.1053 0.2315
H -5.213895 -5.370133 -4.314859 -0.5170 0.2919 -0.2480
H -5.490332 -3.611271 -4.487032 -0.1046 -0.4079 -0.2559
C -1.771398 -4.470062 3.411089 -2.4603 1.8867 -0.6483
O -3.007199 -4.485550 3.434583 1.0002 -1.1438 -0.1686
N -0.964382 -5.543960 3.339806 -0.0525 -1.8004 0.4280
N -1.094390 -3.324668 3.292713 1.2389 1.4912 0.1115
H -1.452726 -6.423078 3.278117 0.4790 -0.1226 0.1712
H 0.013378 -5.425581 3.145784 -0.1421 -0.2159 -0.0943
H -1.530210 -2.427662 3.108261 -0.6632 -0.1094 0.6621
H -0.186877 -3.273061 3.724311 0.0578 0.0841 -0.3836
C 2.803042 4.117485 1.797321 1.0143 -0.3739 1.5354
O 2.972272 3.664128 2.941363 -1.2150 -0.2213 -0.4957
N 3.320999 5.265218 1.456308 2.2995 4.2717 -1.5311
N 2.143461 3.549164 0.799267 -1.8517 -2.6189 0.0180
H 3.584278 5.497223 0.509753 -0.7265 -0.3802 -0.2443
H 3.788115 5.931079 2.049728 -0.1356 -0.8191 0.8161
H 1.636897 2.709110 1.050055 0.2662 -0.2897 -0.3441
H 2.146413 3.748175 -0.184746 0.5078 0.8797 0.2234
C -2.686916 1.827400 -2.524380 -0.0035 -0.6095 2.7172
O -1.494642 1.590262 -2.722669 -0.5020 0.0993 -1.4589
N -3.117475 2.396312 -1.373198 -0.3264 0.6599 0.4830
N -3.725133 1.390849 -3.241265 -0.0740 -0.2910 -1.5220
H -2.536447 2.535409 -0.559094 0.4919 0.0835 -0.3673
H -4.089511 2.280741 -1.140740 0.0073 0.2394 0.1422
H -3.535145 0.773631 -4.013823 -0.3161 0.0870 0.0303
H -4.631441 1.472005 -2.818063 -0.1981 -0.2359 -0.5544
C 0.234438 4.615524 -2.306099 -0.9673 -0.6190 1.5978
O 0.507350 5.557838 -1.564474 0.3244 0.4937 -0.3474
N 0.397197 3.337584 -1.932478 0.4973 0.3206 -1.0788
N -0.461425 4.722188 -3.475090 0.3297 1.3219 -0.1927
H -0.030860 2.690464 -2.578608 0.3811 -0.6572 0.8437
H 0.750195 3.090737 -1.030872 -0.5004 -0.4113 -0.0993
H -0.816385 5.664623 -3.538615 -0.3168 -0.2354 -0.5792
H -1.019658 3.936557 -3.762552 -0.0495 0.1920 -0.1388
C 2.463923 -4.247259 2.620954 -0.5088 0.2598 0.1930
O 1.643154 -3.332037 2.791653 0.9040 -0.4170 -0.5492
N 2.936333 -4.590901 1.395374 -1.0899 1.0342 -0.8747
N 2.918759 -4.974975 3.639295 0.4508 -0.7360 0.8394
H 3.532315 -5.350687 1.117903 -0.0545 -0.0347 0.4392
H 2.288837 -4.203805 0.721592 0.5021 -0.1587 -0.5839
H 2.521365 -4.796054 4.547481 0.1240 -0.1496 -0.0294
H 3.328340 -5.868971 3.424863 0.0527 0.0405 0.4465
C -4.243345 -1.528328 0.248369 -2.6661 1.1809 -0.2543
O -5.417768 -1.265627 0.545912 0.8144 0.5708 -0.5594
N -3.482384 -0.697961 -0.539793 -0.3146 0.2997 -0.5471
N -3.720521 -2.682568 0.586716 1.9412 -2.2734 0.1183
H -2.476994 -0.643430 -0.636394 -0.3123 -0.2909 0.4936
H -4.019775 0.026183 -0.977342 0.0921 0.1059 0.3611
H -2.929820 -2.979728 0.029991 0.1235 -0.0205 0.2234
H -4.350056 -3.427680 0.838285 -0.1247 0.3453 0.3746
```
Positions in Å, forces in eV/Å.


No. 2
This record from OMol25 describes a molecular structure, C16H6Br2Cl4N2O6Re. The level of theory is the ωB97M-V functional and the def2-TZVPD basis.

Properties
largest force on an atom: 0.851 eV/Å
electronic energy: -224256.6960 eV
multiplicity: 2
LUMO level (spin up / spin down): -2.07 / -1.75 eV

XYZ file:
```
37
Properties=species:S:1:pos:R:3:forces:R:3
Re 0.419827 -0.260186 -0.245716 0.4917 -0.6944 0.0234
C -0.317129 3.095044 0.250427 0.0311 -0.0416 -0.0065
C -0.856716 2.543369 -1.029409 -0.1739 -0.1787 0.0876
C -1.581815 3.381258 -1.902981 0.0069 0.0650 -0.0100
C -2.178339 2.893050 -3.027957 -0.0030 0.0056 -0.0168
C -2.080845 1.518025 -3.322206 0.0051 -0.0140 0.0181
C -2.658912 0.844201 -4.428936 -0.0115 0.0433 -0.0124
Br -3.684212 1.813281 -5.685102 0.0082 -0.0104 0.0108
C -2.485886 -0.496661 -4.602243 -0.0071 -0.0446 -0.0222
C -1.722352 -1.251397 -3.684561 0.0142 -0.0616 -0.0165
Br -1.496716 -3.092737 -3.947537 -0.0093 -0.0061 -0.0175
C -1.140974 -0.639416 -2.610057 -0.1086 -0.0294 0.1234
O -0.386345 -1.254053 -1.683874 0.1642 0.4551 -0.1715
C -1.336696 0.742265 -2.427494 0.2257 0.0848 -0.0143
N -0.721096 1.251363 -1.315190 -0.1347 0.2931 0.2864
H -0.890433 3.973963 0.538902 0.0015 -0.0084 0.0076
H 0.730243 3.372685 0.141921 0.0054 0.0243 -0.0241
H -0.371531 2.350796 1.045054 0.0229 0.0146 0.0024
H -1.662159 4.428579 -1.647747 -0.0106 -0.0054 -0.0069
H -2.734401 3.545246 -3.687598 -0.0011 -0.0030 0.0025
H -2.932831 -0.999617 -5.447689 0.0046 -0.0042 0.0031
Cl 1.929037 -1.911678 6.167050 -0.0005 -0.0175 -0.0032
C 1.533406 -1.998191 4.495622 -0.0050 0.0862 -0.0137
C 1.414771 -3.241453 3.862952 -0.0143 -0.0481 -0.0494
Cl 1.661961 -4.688687 4.758877 0.0008 0.0176 0.0029
C 1.095511 -3.323877 2.507997 0.0060 -0.0527 0.0615
Cl 0.926218 -4.823629 1.692201 0.0004 0.0122 -0.0044
C 0.914859 -2.145455 1.802602 -0.2268 -0.0416 0.0734
O 0.589882 -2.044800 0.511103 0.2142 0.1204 0.0458
C 1.023449 -0.916879 2.434116 0.1167 0.0806 -0.0206
O 0.825243 0.119106 1.606657 -0.3574 0.1613 -0.0018
C 1.333990 -0.818896 3.779518 0.0038 -0.0676 0.0694
Cl 1.464965 0.732018 4.502928 -0.0042 0.0144 -0.0108
O 3.660502 2.105107 -0.379956 -0.1131 -0.0278 -0.0769
N 3.045545 1.078865 -0.493000 0.3162 -0.1130 0.0762
O 3.489701 -0.036475 -0.593174 -0.2226 -0.0357 0.0210
O 1.689753 1.246861 -0.496060 -0.2358 0.0274 -0.4165
```
Positions in Å, forces in eV/Å.


Question: Which of these has the highest electronic energy?
Answer: C16H64N32O16


Question: Which of these has the lowest electronic energy?
Answer: C16H6Br2Cl4N2O6Re


Question: Look up the electronic energy of the first one.
Answer: -98089.3612 eV